# 1
C33H47BrLuN9O7P2S3 | ωB97M-V with the def2-TZVPD basis set

Structure (XYZ):
```
103
Properties=species:S:1:pos:R:3:forces:R:3:mulliken_charge:R:1
Lu -1.5546 1.1204 2.3762 -0.3 -0.6 -0.4 1.905
C 0.7914 3.4956 5.1645 -0.3 0.0 -1.7 -0.600
N -0.6069 3.8114 5.3613 0.2 0.5 0.1 0.314
C -0.8547 4.4189 6.6644 -1.2 -2.2 -0.2 -1.224
P -1.9233 3.4874 4.3165 -0.5 0.1 0.9 -1.033
O -1.4221 3.2669 2.8546 0.7 0.2 0.4 -0.194
O -4.9502 2.7108 -0.0633 0.4 -0.2 0.2 -0.937
P -4.1554 1.4898 0.2450 -0.4 0.8 1.8 0.460
O -3.5563 1.3865 1.6945 -0.6 0.3 -1.8 -0.576
N -5.0661 0.1556 0.0042 -0.9 -0.6 0.0 0.303
C -4.6524 -1.1760 0.3599 -2.5 -0.4 0.2 -0.405
C -6.4669 0.2924 -0.2806 -0.5 -0.2 0.3 -1.179
N -2.9619 1.2337 -0.8653 1.3 -1.3 -1.4 0.477
C -2.7748 -0.0162 -1.6706 -2.1 0.8 0.4 -1.230
C -1.9266 2.1854 -0.9775 2.0 -0.3 -0.9 -1.763
N -2.2358 1.7135 4.7135 0.0 1.1 -1.0 0.771
C -1.6273 1.1031 5.8493 1.1 -0.9 0.2 -1.209
C -3.6651 1.5170 4.7632 -0.3 3.0 1.4 -1.276
H 1.0893 2.4870 5.3754 -0.1 -0.9 0.4 0.259
H 1.3739 4.1186 5.8218 0.5 0.6 -0.1 0.427
H 1.0329 3.6245 4.0786 0.1 0.2 0.9 -0.099
H -0.5893 3.6828 7.4461 0.1 0.4 0.0 0.350
H -1.9156 4.6298 6.8187 0.0 0.0 -0.3 0.361
H -0.3269 5.3131 6.8169 1.0 1.3 0.1 0.410
H -3.6198 -1.2234 0.4902 1.7 -0.3 0.0 -0.435
H -5.0662 -1.8691 -0.4049 0.8 0.1 0.1 0.388
H -5.1172 -1.5440 1.2918 0.1 0.3 0.1 0.353
H -6.6566 1.1562 -0.9322 0.0 -0.1 0.6 0.312
H -7.1122 0.2674 0.6397 0.4 0.5 -0.6 0.247
H -6.7544 -0.5991 -0.8188 -0.3 -0.4 -0.5 0.380
H -3.8305 -0.3754 -1.9460 1.8 0.6 -0.3 0.211
H -2.3326 -0.8177 -1.1226 0.5 -0.5 0.6 0.547
H -2.0899 0.2309 -2.4821 -0.5 -0.1 -0.3 0.385
H -2.3059 3.1653 -1.0913 -0.9 1.1 -0.2 0.262
H -1.2780 2.0241 -1.9001 -1.1 -0.2 1.0 0.559
H -1.1847 3.0695 0.7268 -0.3 -0.3 -0.4 0.502
H -0.5510 1.2875 5.8980 -0.3 0.1 0.0 0.175
H -1.7217 0.0263 5.7041 0.0 -0.2 0.3 0.298
H -2.0993 1.3550 6.8043 -0.1 0.3 0.1 0.270
H -4.1465 2.2570 4.1051 -0.1 -0.6 0.1 0.396
H -4.0420 1.7097 5.8043 0.1 0.0 -0.5 0.237
H -3.9061 0.5518 4.5396 -0.8 -2.7 -0.9 0.350
O -2.1823 -0.9241 3.2008 0.1 -0.2 0.2 -0.300
N -1.8022 -2.0163 2.6977 0.1 -0.8 -0.1 -1.312
N -1.2282 -1.8945 1.5550 -1.1 1.3 0.1 0.992
O -1.1810 -0.6938 0.9933 0.4 -0.1 -0.1 0.528
C -0.9967 -3.0210 0.7150 0.1 0.1 0.1 0.193
C -0.2874 -2.7883 -0.4606 0.6 1.8 0.6 0.156
C 0.1064 -3.8875 -1.1768 -0.4 -1.1 0.5 -0.973
C -0.2885 -5.1877 -0.8291 -0.7 1.3 0.0 -0.619
C -1.1677 -5.3621 0.2326 -0.1 -1.4 -0.3 -0.392
C -1.4744 -4.2759 1.0432 0.2 -0.6 0.2 -0.546
H 0.0269 -1.7058 -0.6538 -0.4 -1.9 0.1 0.123
H 0.7280 -3.8345 -2.0183 0.8 0.6 -1.1 0.564
H 0.0312 -5.9556 -1.4982 0.0 -0.7 0.0 0.425
H -1.6322 -6.3848 0.4020 0.8 1.4 0.1 0.275
H -1.9970 -4.4540 1.9640 -0.3 0.2 0.1 0.496
C 1.1372 1.1578 -0.4878 1.5 -0.3 -0.4 -0.666
C 0.4522 2.4857 -0.2301 0.0 -0.5 0.0 1.621
C 0.6013 3.4409 -1.4438 1.0 -0.8 -0.5 -1.714
C 1.0719 3.1006 0.9993 0.0 1.2 0.5 -1.819
N -0.9695 2.2433 0.1487 0.2 0.6 0.9 0.327
H 2.2838 1.2994 -0.6612 -2.0 -0.2 0.3 0.343
H 0.7303 0.6974 -1.4005 0.1 -0.1 0.2 0.392
H 0.9805 0.4841 0.3806 0.2 0.4 -0.7 -0.553
H 1.6336 3.8297 -1.4382 -0.4 0.3 0.3 0.482
H -0.1401 4.2508 -1.4260 0.3 -0.2 -0.2 0.233
H 0.6335 2.8859 -2.4243 -0.7 0.5 0.9 0.407
H 2.0926 3.4093 0.7939 0.3 -0.1 0.1 0.692
H 1.0211 2.5332 1.9367 0.1 -0.4 -0.5 -0.288
H 0.5069 4.0043 1.2407 0.1 0.3 0.0 0.567
S 3.9683 1.2140 -6.4877 -0.3 0.0 -0.4 -0.439
C 4.3228 -0.2443 -5.7541 0.6 1.1 0.1 0.181
S 4.4485 -0.3290 -4.0321 0.2 -1.2 -0.5 -0.092
C 4.9504 -2.0730 -4.1756 -0.4 0.6 -0.8 0.209
N 5.0334 -2.4343 -5.4322 -0.1 -0.4 -0.1 -0.933
N 4.7023 -1.4104 -6.3229 -1.0 0.5 0.8 0.642
C 4.3049 -1.7550 -7.6520 1.0 -0.9 -1.2 0.127
C 4.8261 -1.0753 -8.7791 -1.0 -1.1 0.4 -0.429
C 4.5052 -1.5625 -10.0539 0.0 0.9 -0.3 -0.424
C 3.6945 -2.6699 -10.2643 0.0 -0.8 0.1 -0.325
C 3.2534 -3.4153 -9.1466 0.1 1.0 -1.0 -0.550
C 3.5633 -2.9300 -7.8794 -0.6 -0.4 0.5 -0.176
S 5.1734 -3.0327 -2.8246 0.2 -0.2 0.5 -0.427
H 5.4047 -0.1813 -8.6636 0.2 0.2 0.1 0.375
H 4.8599 -0.9922 -10.9282 -0.1 -0.3 0.5 0.282
H 3.4418 -2.9743 -11.3028 0.2 0.2 0.9 0.308
H 2.6254 -4.3089 -9.3047 0.4 0.6 0.3 0.318
H 3.1404 -3.5050 -7.0539 0.5 0.4 0.1 0.368
Br 1.3012 -3.3054 3.8800 0.3 0.2 -0.2 -0.196
C 2.3736 -2.1526 2.7623 0.0 0.1 -0.1 0.305
C 3.2889 -2.7964 1.9114 -0.7 2.5 -0.1 -0.791
C 3.9171 -1.9694 0.9529 -0.2 -0.6 0.4 -0.554
C 3.7279 -0.5954 1.0014 1.3 -0.2 -0.1 -0.469
C 3.0319 0.0137 2.0109 -1.5 0.5 -0.4 -0.149
C 2.1799 -0.7533 2.7945 0.6 -1.1 0.9 0.561
C 1.2102 -0.1176 3.7884 0.1 -0.2 -2.0 -0.398
O 1.3642 -0.3573 4.9586 -0.4 0.5 1.0 -0.654
O 0.3121 0.6009 3.1829 1.2 -0.2 1.3 0.295
H 3.4179 -3.8349 2.0492 0.3 -1.0 -0.4 0.500
H 4.5448 -2.3478 0.1546 0.0 -0.3 0.1 0.375
H 4.2367 0.0291 0.2791 0.1 -0.1 -0.1 0.423
H 2.9439 1.1049 2.0035 0.0 -0.4 0.2 0.346
```
Positions in Å, forces in eV/Å.

The multiplicity is 1. The HOMO-LUMO gap comes out at 6.82 eV. The total charge is -2. The LUMO energy is 3.95 eV.


# 2
C13H21N3O2S | ωB97M-V with the def2-TZVPD basis set

Structure (XYZ):
```
40
Properties=species:S:1:pos:R:3:forces:R:3:mulliken_charge:R:1
C 4.0404 1.3688 0.2941 -0.1 -0.2 -0.1 -1.413
C 3.0486 0.6430 -0.6074 0.0 0.2 -0.1 0.084
C 2.0891 1.5965 -1.3236 0.0 0.0 0.2 -0.845
C 1.0077 2.1929 -0.4201 0.0 -0.2 -0.2 -0.912
C -0.1220 1.2084 -0.1239 0.1 0.4 0.2 0.424
C -1.1480 1.8155 0.8322 -0.1 -0.2 -0.2 -1.514
C -2.4583 1.0278 0.9206 0.0 0.0 0.0 0.573
C -3.1832 1.0116 -0.4213 0.2 0.5 0.4 0.303
O -3.3468 1.9365 -1.1596 0.0 0.0 -0.1 -0.600
O -3.6697 -0.2124 -0.6759 -0.3 -0.2 -0.4 -0.390
C -3.3165 -1.1587 0.3254 0.1 -0.4 0.4 0.199
C -2.7311 -2.3965 -0.3483 0.0 0.3 -0.2 -1.039
H -3.4920 -2.8860 -0.9547 0.0 -0.1 0.1 0.545
H -2.3195 -3.0822 0.3894 -0.1 -0.1 0.0 0.472
S -1.3838 -1.9758 -1.5066 -0.3 0.0 -0.1 -0.191
C -0.0126 -2.4177 -0.5445 0.2 -0.1 0.2 0.299
N -0.0130 -2.8068 0.7159 -0.5 0.1 -0.2 -0.460
C 1.2938 -3.0280 0.9744 0.1 0.1 -0.4 -0.089
N 2.0890 -2.7970 -0.0374 1.0 -0.2 0.2 -0.745
N 1.2539 -2.4073 -1.0152 -0.7 0.0 0.3 0.365
H 1.5946 -2.1479 -1.9263 0.0 0.0 0.1 0.214
H 1.6415 -3.3589 1.9303 0.2 -0.1 0.2 0.463
C -2.3561 -0.4496 1.2972 -0.1 0.1 -0.1 -0.805
H -2.6447 -0.6355 2.3294 0.0 0.0 0.0 0.412
H -1.3441 -0.8244 1.1615 0.0 0.0 0.0 0.004
H -4.2448 -1.4594 0.8320 0.2 0.1 -0.1 0.363
H -3.1234 1.5551 1.6148 0.0 -0.1 -0.1 0.412
H -0.7137 1.9064 1.8302 0.0 0.1 0.0 0.404
H -1.4024 2.8175 0.4795 0.0 0.0 0.1 0.433
H 0.2998 0.2996 0.3095 0.0 -0.1 -0.1 -0.026
H -0.6146 0.9428 -1.0623 0.0 -0.1 0.0 0.299
H 1.4531 2.5279 0.5180 0.0 0.1 0.1 0.222
H 0.5798 3.0687 -0.9123 0.0 0.1 0.1 0.477
H 1.5986 1.0697 -2.1465 0.0 0.0 -0.1 0.350
H 2.6754 2.4081 -1.7602 0.0 0.0 -0.1 0.384
H 3.6101 0.0805 -1.3571 0.0 -0.1 0.0 0.374
H 2.4888 -0.0788 -0.0112 0.0 -0.1 0.0 -0.095
H 3.5286 1.9122 1.0842 0.0 0.1 0.1 0.310
H 4.7172 0.6550 0.7579 0.1 0.0 0.1 0.410
H 4.6303 2.0783 -0.2824 0.1 0.1 0.0 0.330
```
Positions in Å, forces in eV/Å.

The multiplicity is 1. The HOMO-LUMO gap comes out at 9.56 eV. The LUMO energy is 0.57 eV. For the energy above the lowest of the compared OMol25 structures with the same formula, charge and spin, the calculation gives 0.0498 eV. Its SMILES is CCCCCC[C@@H]1C[C@H](CSc2ncn[nH]2)OC1=O.


# 3
C2H7N2 | ωB97M-V with the def2-TZVPD basis set

Structure (XYZ):
```
11
Properties=species:S:1:pos:R:3:forces:R:3:mulliken_charge:R:1
C -0.6504 -0.2220 -0.1037 1.8 0.6 1.6 0.204
C 1.9273 0.3873 0.5547 -3.7 4.1 0.3 -0.865
N -1.6161 0.3715 0.5643 -2.7 -1.3 -2.3 -0.302
N -0.5074 -0.9568 -1.1876 0.2 1.6 -0.5 -0.344
H 1.7250 0.8373 1.5593 0.5 -0.4 -1.2 0.331
H 2.1866 -0.5698 0.4874 1.3 -3.8 -0.2 0.412
H 1.8286 0.9987 -0.3608 0.4 -0.3 0.8 0.378
H -1.4280 0.7047 1.4814 0.3 0.4 0.6 0.277
H -2.7055 0.3377 0.3230 3.1 -0.1 0.4 0.287
H 0.5523 -1.0302 -1.4359 -3.1 -0.2 -0.2 0.347
H -1.3124 -0.8584 -1.8821 1.8 -0.8 0.6 0.275
```
Positions in Å, forces in eV/Å.

The multiplicity is 1. The HOMO-LUMO gap (alpha / beta) comes out at 9.99 / 7.86 eV. The total charge is +1. The LUMO energy (alpha / beta) is -4.96 / -6.09 eV. For the energy above the lowest of the compared OMol25 structures with the same formula, charge and spin, the calculation gives 4.6558 eV.


# 4
C4H8NO | ωB97M-V with the def2-TZVPD basis set

Structure (XYZ):
```
14
Properties=species:S:1:pos:R:3:forces:R:3:mulliken_charge:R:1
C 0.5597 -0.5022 -0.2929 -1.2 1.6 0.2 0.521
C 0.5599 0.9362 1.6660 -0.1 3.4 4.1 0.229
C 1.7588 1.2437 2.2185 -2.7 0.0 -0.7 -0.705
C 0.3454 -1.2787 -1.4497 -0.4 -3.2 -0.1 -1.046
N 0.4073 0.2564 0.5628 1.5 -3.5 -3.2 0.113
O -2.4662 -0.2052 -1.6027 -0.4 -0.6 0.1 -0.605
H -2.5601 0.6485 -1.2014 0.2 1.0 0.2 0.304
H -0.4357 1.2771 1.9995 0.9 0.2 0.4 0.323
H 1.9121 1.9296 3.0200 -0.4 0.1 0.6 0.285
H 2.6109 0.8520 1.7926 1.8 -0.8 -0.9 0.272
H 0.1043 -0.7350 -2.3386 0.0 0.8 -0.4 0.339
H -0.5939 -1.8826 -1.2021 1.1 0.7 -0.3 0.309
H 1.1708 -2.0101 -1.6605 -0.6 0.8 0.3 0.337
H -3.3734 -0.5298 -1.5114 0.2 -0.3 -0.3 0.323
```
Positions in Å, forces in eV/Å.

The multiplicity is 1. The HOMO-LUMO gap comes out at 9.95 eV. The total charge is +1. The LUMO energy is -4.89 eV. For the energy above the lowest of the compared OMol25 structures with the same formula, charge and spin, the calculation gives 1.8145 eV.


Calculated values (eV/Å) of strongest force on any atom for the records, taken in order: 3.3, 1.0, 5.6, 5.3.
Calculated values (Ha) of electronic energy for the records, taken in order: -7992.309169, -1220.926188, -189.509277, -286.875807.